C5H11O2 | ωB97M-V with the def2-TZVPD basis set

```
18
Properties=species:S:1:pos:R:3:forces:R:3:mulliken_charge:R:1
C -0.3897 0.5529 1.8379 -0.1 -0.2 0.1 -0.421
O -0.7831 1.5093 0.8687 -0.5 -0.8 -0.1 -0.616
C 1.0902 0.1936 1.6220 0.4 0.6 0.1 -0.325
C 1.3393 -0.7959 0.4854 0.0 0.4 -0.9 -0.810
H -1.0178 -0.3714 1.8127 0.3 0.5 -0.2 0.241
H -0.5442 0.9872 2.8480 0.2 -0.1 -0.3 0.261
H 1.6065 -0.1613 2.5390 -0.4 0.2 -0.2 0.323
H 1.5499 1.1774 1.3537 -0.1 -0.7 0.2 0.211
H 2.4117 -0.7641 0.1951 -0.5 -0.1 0.1 0.308
H 0.7240 -0.5252 -0.4185 0.7 -0.3 0.9 0.092
H 1.1085 -1.8349 0.7544 -0.1 0.2 0.1 0.271
C -0.6238 -0.5898 -2.7982 -0.6 -0.4 -0.6 -0.849
C -1.1943 0.2689 -1.8941 -0.1 -0.6 -0.1 -0.015
O -1.8921 -0.0712 -0.8514 0.5 0.5 -0.5 -0.808
H -0.1600 -0.2450 -3.7566 -0.4 -0.3 1.1 0.249
H -0.9347 -1.6604 -2.6991 0.6 0.9 -0.2 0.219
H -1.0121 1.3553 -2.0297 0.1 -0.1 -0.1 0.250
H -1.2784 0.9745 0.1308 0.2 0.2 0.7 0.420
```
Forces are in eV/Å.

Values from the calculation:
2S+1 ... 1
Energy relative to the best compared isomer or geometry (same formula, charge and spin) ... 1.655 eV
Kohn-Sham gap ... 7.22 eV
Net charge ... -1
Largest force on an atom ... 1.2 eV/Å